(1)
ORCA calculation (ωB97M-V/def2-TZVPD) on a structure of composition C30H51MnNP2 at a distorted geometry.

Each line ends with the Löwdin charge.
Geometry (Å):
1 Mn 0.388 -0.729 1.544  0.606
2 C -0.431 -2.521 2.460  -0.272
3 C 0.947 -2.696 2.075  -0.305
4 C 0.855 -1.062 3.737  -0.220
5 C -0.489 -1.512 3.479  -0.228
6 C 1.737 -1.772 2.856  -0.296
7 C -1.569 -3.392 2.057  -0.017
8 H -1.362 -3.899 1.111  0.069
9 H -2.502 -2.823 1.948  0.081
10 H -1.748 -4.171 2.814  0.116
11 C -1.731 -1.281 4.272  -0.001
12 H -2.570 -1.818 3.812  0.079
13 H -2.024 -0.226 4.296  0.070
14 H -1.638 -1.663 5.306  0.115
15 C 1.372 -0.195 4.836  0.003
16 H 1.222 -0.663 5.824  0.117
17 H 0.916 0.800 4.847  0.067
18 H 2.451 -0.040 4.721  0.077
19 C 3.222 -1.774 2.939  -0.026
20 H 3.549 -2.420 3.770  0.117
21 H 3.635 -0.772 3.119  0.074
22 H 3.655 -2.168 2.015  0.075
23 C 1.488 -3.727 1.151  -0.023
24 H 1.830 -4.593 1.737  0.108
25 H 2.354 -3.352 0.580  0.081
26 H 0.722 -4.085 0.448  0.074
27 C -1.819 0.345 -5.207  -0.114
28 C -1.703 -0.984 -5.269  -0.127
29 C -0.749 -1.783 -6.125  -0.185
30 C 0.577 -1.095 -6.516  -0.197
31 C 1.365 -0.540 -5.358  -0.103
32 C 1.234 0.654 -4.768  -0.139
33 C 0.304 1.775 -5.160  -0.183
34 C -0.983 1.379 -5.917  -0.192
35 H -1.245 -2.109 -7.057  0.123
36 H 0.388 -0.326 -7.273  0.100
37 H -0.528 -2.707 -5.569  0.106
38 H -0.734 1.064 -6.938  0.101
39 H -2.627 0.790 -4.607  0.104
40 H -2.434 -1.611 -4.735  0.100
41 H -1.597 2.294 -5.990  0.117
42 H 0.034 2.300 -4.230  0.098
43 H 1.936 0.924 -3.965  0.090
44 H 0.840 2.519 -5.776  0.124
45 H 1.206 -1.871 -6.986  0.115
46 H 2.142 -1.233 -5.004  0.104
47 P -0.763 -0.547 -0.363  0.851
48 P 1.858 0.727 0.623  0.842
49 C 0.057 0.667 -1.525  -0.352
50 C 1.079 1.586 -0.818  -0.349
51 H -0.716 1.245 -2.068  0.099
52 H 0.588 0.054 -2.274  0.066
53 H 1.893 1.872 -1.508  0.091
54 H 0.608 2.527 -0.482  0.076
55 C 2.598 1.995 1.691  -0.203
56 H 3.247 1.520 2.443  0.049
57 H 1.808 2.564 2.202  0.061
58 H 3.200 2.674 1.069  0.069
59 C 3.274 -0.144 -0.160  -0.210
60 H 3.756 0.514 -0.898  0.064
61 H 2.928 -1.065 -0.654  0.049
62 H 4.004 -0.412 0.617  0.042
63 C -2.558 -0.226 -0.222  -0.203
64 H -3.040 -1.059 0.313  0.052
65 H -3.006 -0.149 -1.223  0.070
66 H -2.771 0.694 0.336  0.038
67 C -0.797 -2.102 -1.321  -0.216
68 H 0.200 -2.561 -1.326  0.045
69 H -1.121 -1.895 -2.352  0.050
70 H -1.510 -2.794 -0.852  0.048
71 C -1.209 2.105 5.202  -0.093
72 C -1.455 2.800 3.924  -0.432
73 C -1.908 4.148 3.851  -0.094
74 C -2.064 4.435 2.483  -0.094
75 C -1.697 3.242 1.798  -0.440
76 C -1.761 3.084 0.334  -0.105
77 N -1.329 2.258 2.678  0.054
78 H -2.121 2.087 5.803  0.082
79 H -0.915 1.069 5.026  0.006
80 H -0.426 2.620 5.773  0.081
81 H -2.099 4.744 4.733  0.085
82 H -2.392 5.335 1.979  0.083
83 H -2.789 3.182 -0.022  0.083
84 H -1.165 3.863 -0.149  0.076
85 H -1.377 2.112 0.034  -0.008

The net charge is +1. As for the spin multiplicity: 5. The expectation value of S² is 6.13. For the HOMO-LUMO gap (spin up / spin down), the calculation gives 3.3 / 3.1 eV.

=====

(2)
ORCA calculation (ωB97M-V/def2-TZVPD) on the molecule C14H24N4O.

Each line ends with the Löwdin charge.
Geometry (Å):
1 C 4.254 1.520 2.486  -0.105
2 N 3.664 0.867 1.335  -0.306
3 C 4.120 1.485 0.107  -0.106
4 C 3.893 -0.573 1.338  -0.219
5 C 2.780 -1.335 0.615  -0.173
6 C 1.471 -1.347 1.422  -0.232
7 N 0.869 -0.055 1.682  -0.076
8 C -0.145 0.402 0.762  -0.232
9 C 0.329 0.777 -0.653  -0.171
10 C -0.778 1.456 -1.459  -0.183
11 N -1.916 0.590 -1.636  0.062
12 C -3.135 0.849 -1.132  -0.453
13 O -3.447 1.880 -0.566  0.059
14 C -4.107 -0.272 -1.355  -0.189
15 C -5.429 -0.133 -0.947  0.005
16 C -6.301 -1.187 -1.158  -0.056
17 C -5.820 -2.337 -1.766  -0.060
18 C -4.482 -2.376 -2.134  -0.136
19 N -3.644 -1.376 -1.938  0.103
20 H 3.834 1.096 3.397  0.085
21 H 4.008 2.581 2.455  0.083
22 H 5.350 1.418 2.519  0.087
23 H 3.668 0.986 -0.747  0.073
24 H 3.816 2.531 0.099  0.085
25 H 5.215 1.438 -0.004  0.088
26 H 4.868 -0.818 0.881  0.119
27 H 3.919 -0.913 2.376  0.116
28 H 2.613 -0.900 -0.370  0.083
29 H 3.106 -2.368 0.472  0.109
30 H 1.685 -1.806 2.397  0.107
31 H 0.736 -1.981 0.917  0.114
32 H 1.607 0.637 1.779  0.083
33 H -0.610 1.283 1.214  0.121
34 H -0.911 -0.377 0.693  0.114
35 H 1.176 1.462 -0.575  0.102
36 H 0.657 -0.119 -1.186  0.103
37 H -1.143 2.344 -0.936  0.119
38 H -0.394 1.756 -2.441  0.119
39 H -1.786 -0.324 -2.048  0.125
40 H -5.735 0.789 -0.479  0.117
41 H -7.335 -1.116 -0.855  0.108
42 H -6.463 -3.183 -1.949  0.101
43 H -4.059 -3.252 -2.610  0.106

As for the energy above the lowest of the compared OMol25 structures with the same formula, charge and spin: 1.0145 eV. As for the SMILES: CN(C)CCCNCCCNC(=O)c1ccccn1. For the HOMO-LUMO gap, the calculation gives 8.5 eV.

=====

(3)
ORCA calculation (ωB97M-V/def2-TZVPD) on the molecule C11H16ClN3O6S at a distorted geometry.

Each line ends with the Löwdin charge.
Geometry (Å):
1 C -0.109 -4.056 3.380  -0.358
2 S 1.456 -3.209 2.925  0.917
3 C 0.873 -1.526 3.066  -0.568
4 N 0.679 -0.866 2.009  0.103
5 C 0.397 0.497 2.042  -0.282
6 N 0.144 1.149 0.882  0.129
7 C 0.503 0.888 -0.527  -0.271
8 O -0.106 1.945 -1.234  -0.063
9 C 0.034 2.032 -2.660  -0.210
10 C -1.058 3.025 -2.978  -0.183
11 O -2.399 2.518 -2.703  -0.075
12 C -0.420 0.701 -3.466  -0.203
13 O 0.359 0.715 -4.733  -0.052
14 C 0.168 -0.499 -2.687  -0.237
15 O -0.347 -1.767 -3.181  -0.044
16 C -0.017 -0.439 -1.049  -0.236
17 O 0.744 -1.532 -0.481  -0.099
18 C 0.207 1.124 3.241  -0.507
19 Cl -0.180 2.800 3.427  0.763
20 C 0.431 0.352 4.429  -0.531
21 O 0.278 0.854 5.551  0.012
22 N 0.692 -0.953 4.350  0.170
23 H -0.924 -3.611 2.844  0.034
24 H -0.318 -3.846 4.457  0.047
25 H 0.002 -5.119 3.298  0.029
26 H 0.215 2.172 1.023  0.118
27 H 1.635 0.861 -0.690  0.191
28 H 1.064 2.265 -3.049  0.177
29 H -1.056 3.461 -4.023  0.153
30 H -0.929 3.891 -2.335  0.113
31 H -2.440 2.266 -1.765  0.091
32 H -1.542 0.496 -3.540  0.175
33 H 0.207 -0.172 -5.136  0.106
34 H 1.242 -0.586 -2.920  0.153
35 H -0.108 -2.480 -2.560  0.094
36 H -1.075 -0.506 -0.950  0.145
37 H 0.688 -1.414 0.587  0.054
38 H 1.009 -1.431 5.156  0.147

As for the energy above the lowest of the compared OMol25 structures with the same formula, charge and spin: 1.4489 eV. As for the SMILES: CSc1nc(N[C@@H]2O[C@H](CO)[C@@H](O)[C@H](O)[C@H]2O)c(Cl)c(=O)[nH]1. For the HOMO-LUMO gap, the calculation gives 8.5 eV.

=====

(4)
ORCA calculation (ωB97M-V/def2-TZVPD) on a cluster of 3 separate species, C2H10NO2S in total at a distorted geometry.

Each line ends with the Löwdin charge.
Geometry (Å):
1 C 1.640 -0.471 -1.410  -0.374
2 C 0.431 -1.265 -0.787  -0.734
3 S -1.149 -0.395 -1.174  0.239
4 N 1.824 0.843 -0.589  -0.066
5 H 1.460 -0.267 -2.495  0.076
6 H 2.574 -1.098 -1.410  0.075
7 H 0.440 -1.526 0.230  -0.005
8 H 0.550 -2.331 -1.343  0.071
9 H 0.891 1.123 -0.194  0.013
10 H 1.876 1.527 -1.330  0.017
11 H -1.742 1.674 1.759  -0.057
12 H -0.335 1.381 2.255  -0.014
13 O -1.086 1.889 2.333  -0.009
14 H -2.877 -0.979 1.689  0.049
15 H -1.788 -0.074 1.034  -0.078
16 O -2.709 -0.030 1.433  -0.203

The net charge is -1. As for the energy above the lowest of the compared OMol25 structures with the same formula, charge and spin: 1.3212 eV. For the HOMO-LUMO gap, the calculation gives 7.0 eV.

=====

(5)
ORCA calculation (ωB97M-V/def2-TZVPD) on a cluster of 2 separate species, C4H11N3O in total.

Each line ends with the Löwdin charge.
Geometry (Å):
1 C -2.009 -1.414 1.539  -0.125
2 C -0.933 -0.410 1.837  -0.213
3 C -0.918 0.812 1.313  -0.251
4 N 0.015 1.818 1.593  0.038
5 H -2.694 -1.002 0.796  0.072
6 H -1.602 -2.352 1.132  0.062
7 H -2.594 -1.696 2.424  0.068
8 H -0.119 -0.710 2.497  0.096
9 H -1.736 1.082 0.657  0.115
10 H 0.357 2.292 0.768  0.069
11 H 0.793 1.479 2.141  0.074
12 N 1.863 0.764 -1.553  0.130
13 C 0.838 -0.172 -1.620  -0.681
14 N 0.983 -1.237 -0.757  0.148
15 O -0.102 -0.043 -2.374  0.039
16 H 2.768 0.434 -1.253  0.088
17 H 1.904 1.328 -2.389  0.098
18 H 1.519 -1.042 0.074  0.086
19 H 0.117 -1.719 -0.564  0.087

As for the energy above the lowest of the compared OMol25 structures with the same formula, charge and spin: 0.4909 eV. As for the SMILES: C/C=C/N.NC(N)=O. For the HOMO-LUMO gap, the calculation gives 9.0 eV.

=====

(6)
ORCA calculation (ωB97M-V/def2-TZVPD) on a structure of composition C4H6INS at a distorted geometry.

Each line ends with the Löwdin charge.
Geometry (Å):
1 C -0.077 1.503 -1.146  -0.202
2 C -0.451 0.108 -0.714  -0.451
3 C 1.741 -0.392 1.344  -0.275
4 C -1.475 -0.873 -0.773  -0.521
5 N 0.773 1.821 -0.202  -0.239
6 S 0.321 0.585 0.932  1.058
7 I -3.596 -0.488 0.264  0.355
8 H -0.339 2.029 -1.991  0.086
9 H 1.712 -0.631 2.472  0.088
10 H 2.609 0.183 1.098  0.048
11 H 1.653 -1.266 0.792  0.020
12 H -1.125 -1.652 -0.264  -0.018
13 H -1.745 -0.927 -1.813  0.050

As for the energy above the lowest of the compared OMol25 structures with the same formula, charge and spin: 3.4396 eV. For the HOMO-LUMO gap, the calculation gives 7.5 eV.